1.
{"formula": "C27H80AsF6O13", "method": "ωB97M-V/def2-TZVPD", "lumo_ev": 1.92, "largest_force_ha_per_bohr": 0.0547, "energy_ha": -4889.8831, "homo_energy_ev": -7.1, "gap_ev": 9.01, "total_charge": -1, "symbols": ["As", "F", "F", "F", "F", "F", "F", "C", "C", "C", "O", "H", "H", "H", "H", "H", "H", "H", "H", "C", "C", "C", "O", "H", "H", "H", "H", "H", "H", "H", "H", "C", "C", "C", "O", "H", "H", "H", "H", "H", "H", "H", "H", "C", "C", "C", "O", "H", "H", "H", "H", "H", "H", "H", "H", "C", "C", "C", "O", "H", "H", "H", "H", "H", "H", "H", "H", "C", "C", "C", "O", "H", "H", "H", "H", "H", "H", "H", "H", "C", "C", "C", "O", "H", "H", "H", "H", "H", "H", "H", "H", "C", "O", "H", "H", "H", "H", "C", "O", "H", "H", "H", "H", "C", "O", "H", "H", "H", "H", "C", "O", "H", "H", "H", "H", "C", "O", "H", "H", "H", "H", "C", "O", "H", "H", "H", "H"], "coordinates": [[7.497, -16.486, -4.781], [7.774, -14.732, -4.590], [6.533, -16.460, -3.270], [7.123, -18.255, -5.059], [8.559, -16.504, -6.231], [8.941, -16.909, -3.808], [6.086, -16.063, -5.840], [13.603, -18.408, -3.850], [12.226, -19.072, -3.619], [11.279, -19.068, -4.778], [12.362, -20.427, -3.223], [14.161, -18.494, -2.918], [13.471, -17.348, -4.070], [14.213, -18.823, -4.653], [11.785, -18.565, -2.761], [11.041, -18.038, -5.044], [10.319, -19.517, -4.522], [11.641, -19.535, -5.694], [12.640, -20.383, -2.305], [9.540, -14.116, -10.549], [8.462, -14.582, -9.586], [8.023, -13.540, -8.558], [7.307, -15.013, -10.279], [9.809, -14.884, -11.274], [10.476, -13.827, -10.071], [9.123, -13.232, -11.032], [8.911, -15.464, -9.130], [8.902, -13.032, -8.162], [7.605, -14.099, -7.720], [7.331, -12.754, -8.862], [6.622, -15.146, -9.620], [12.102, -15.926, -7.318], [12.438, -17.263, -7.914], [11.258, -17.976, -8.473], [13.296, -17.024, -9.031], [11.344, -16.095, -6.553], [11.756, -15.223, -8.077], [12.962, -15.423, -6.876], [13.000, -17.897, -7.228], [11.520, -18.883, -9.018], [10.624, -17.265, -9.002], [10.650, -18.362, -7.654], [14.049, -16.535, -8.693], [11.925, -14.585, -3.864], [11.261, -14.554, -2.502], [10.117, -13.570, -2.448], [10.776, -15.848, -2.221], [12.584, -15.447, -3.765], [12.556, -13.714, -4.045], [11.175, -14.736, -4.640], [11.925, -14.191, -1.718], [9.596, -13.654, -3.402], [10.574, -12.580, -2.470], [9.475, -13.762, -1.588], [10.250, -16.187, -2.949], [3.206, -14.295, -3.843], [2.598, -12.909, -4.158], [1.784, -12.454, -2.941], [3.693, -11.978, -4.374], [2.425, -15.038, -3.681], [3.770, -14.290, -2.911], [3.891, -14.589, -4.639], [1.957, -12.998, -5.034], [1.168, -13.239, -2.502], [1.082, -11.701, -3.301], [2.370, -11.940, -2.179], [4.407, -12.146, -3.755], [6.657, -17.762, 1.577], [6.481, -16.852, 0.344], [7.686, -15.907, 0.170], [6.421, -17.613, -0.854], [7.570, -18.344, 1.453], [5.872, -18.513, 1.667], [6.612, -17.227, 2.526], [5.546, -16.305, 0.466], [7.498, -15.218, -0.653], [8.670, -16.354, 0.025], [7.833, -15.286, 1.053], [6.183, -17.024, -1.575], [6.294, -20.684, -3.592], [6.071, -21.915, -2.647], [5.837, -23.299, -3.380], [7.194, -22.149, -1.881], [5.376, -20.577, -4.170], [7.074, -20.745, -4.350], [6.447, -19.801, -2.971], [5.318, -21.654, -1.904], [5.506, -24.071, -2.686], [6.745, -23.688, -3.841], [4.998, -23.226, -4.073], [7.501, -21.339, -1.466], [7.124, -19.026, -8.309], [7.174, -19.891, -7.212], [7.568, -19.575, -9.139], [6.116, -18.726, -8.599], [7.840, -18.225, -8.125], [6.910, -19.442, -6.405], [8.638, -11.841, -5.426], [8.942, -10.666, -6.125], [9.198, -12.715, -5.759], [8.890, -11.617, -4.390], [7.577, -12.078, -5.507], [8.651, -9.890, -5.640], [3.337, -17.825, -5.649], [2.295, -18.755, -5.298], [4.315, -18.307, -5.619], [3.152, -17.550, -6.687], [3.388, -16.993, -4.948], [2.366, -18.923, -4.355], [9.254, -19.247, -1.283], [8.181, -19.931, -0.763], [9.448, -18.407, -0.617], [10.075, -19.963, -1.315], [9.037, -18.926, -2.302], [7.495, -19.272, -0.632], [6.292, -12.869, -2.394], [5.196, -12.116, -1.992], [5.794, -13.783, -2.719], [6.924, -12.422, -3.162], [6.987, -13.146, -1.601], [4.827, -12.564, -1.226], [4.757, -14.451, -8.164], [5.546, -15.651, -8.357], [5.023, -14.005, -7.206], [4.867, -13.776, -9.013], [3.690, -14.617, -8.020], [5.910, -15.827, -7.487]]}


2.
{"formula": "C16H16N4O2S3V", "method": "ωB97M-V/def2-TZVPD", "lumo_ev": [-0.84, -0.80], "largest_force_ha_per_bohr": 0.0199, "multiplicity": 2, "energy_ha": -3127.2696, "homo_energy_ev": [-8.3, -8.1], "s_squared": 0.780, "gap_ev": [7.44, 7.27], "symbols": ["V", "S", "C", "S", "C", "C", "N", "C", "N", "C", "C", "S", "O", "C", "C", "H", "H", "H", "H", "H", "H", "H", "H", "H", "H", "C", "C", "C", "C", "C", "C", "C", "C", "N", "H", "H", "H", "H", "H", "H", "O", "N"], "coordinates": [[-0.299, 0.859, -1.359], [-0.977, 2.797, -2.368], [-1.539, 3.106, -0.731], [-1.679, 1.707, 0.304], [-1.803, 4.374, -0.291], [-2.158, 4.612, 1.073], [-2.414, 4.822, 2.175], [-1.654, 5.506, -1.151], [-1.520, 6.420, -1.836], [4.205, 0.721, 0.837], [3.877, 1.959, 0.022], [2.149, 2.414, -0.135], [1.488, 1.090, -0.600], [1.576, 2.695, 1.557], [1.300, 1.456, 2.406], [5.217, 0.399, 0.594], [3.526, -0.096, 0.600], [4.166, 0.918, 1.906], [4.180, 1.843, -1.021], [4.363, 2.863, 0.396], [0.660, 3.271, 1.412], [2.322, 3.367, 1.991], [0.630, 0.769, 1.880], [0.789, 1.777, 3.313], [2.202, 0.924, 2.693], [-0.101, -2.213, -1.907], [-1.034, -3.158, -1.195], [-0.677, -3.699, 0.034], [-1.537, -4.551, 0.706], [-2.772, -4.859, 0.144], [-3.141, -4.316, -1.084], [-2.272, -3.470, -1.750], [-3.669, -5.749, 0.836], [-4.384, -6.460, 1.386], [-0.022, -2.468, -2.967], [0.892, -2.239, -1.456], [0.284, -3.456, 0.471], [-1.259, -4.978, 1.660], [-4.106, -4.559, -1.508], [-2.558, -3.034, -2.697], [-1.657, -0.533, -2.507], [-0.593, -0.830, -1.835]]}


3.
{"formula": "C3H9NS2", "method": "ωB97M-V/def2-TZVPD", "lumo_ev": 0.52, "largest_force_ha_per_bohr": 0.0236, "smiles": "C=CN.CSS", "energy_ha": -970.7766, "homo_energy_ev": -8.1, "gap_ev": 8.61, "symbols": ["C", "C", "N", "H", "H", "H", "H", "H", "C", "S", "S", "H", "H", "H", "H"], "coordinates": [[1.114, 0.549, -1.837], [0.472, 1.720, -1.909], [-0.851, 1.881, -1.520], [0.567, -0.382, -1.773], [2.185, 0.450, -1.855], [0.824, 2.519, -2.552], [-1.162, 1.177, -0.868], [-1.105, 2.799, -1.196], [-0.250, -1.256, 2.910], [0.673, -1.701, 1.440], [-0.898, -2.424, 0.267], [0.514, -1.074, 3.674], [-0.770, -0.302, 2.802], [-0.922, -2.025, 3.281], [-0.391, -1.932, -0.866]]}


4.
{"formula": "C5H9NO", "method": "ωB97M-V/def2-TZVPD", "lumo_ev": -0.17, "largest_force_ha_per_bohr": 0.0099, "energy_ha": -325.7268, "homo_energy_ev": -7.8, "gap_ev": 7.67, "symbols": ["C", "C", "N", "C", "C", "C", "O", "H", "H", "H", "H", "H", "H", "H", "H", "H"], "coordinates": [[0.397, 0.003, -0.802], [0.364, -1.077, -1.874], [-0.845, -0.025, 1.590], [0.050, 0.847, 1.350], [-1.071, -0.893, 0.383], [0.683, 1.979, 1.516], [-2.165, -0.942, -0.148], [-1.317, -0.162, 2.483], [-0.396, -1.748, 0.517], [-0.079, 0.926, -1.126], [1.425, 0.200, -0.496], [1.728, 2.082, 1.255], [0.136, 2.864, 1.823], [-0.660, -1.317, -2.165], [0.901, -0.738, -2.767], [0.849, -1.999, -1.538]]}


5.
{"formula": "C4H17NNbO4P2S", "method": "ωB97M-V/def2-TZVPD", "lumo_ev": 1.98, "largest_force_ha_per_bohr": 0.0346, "energy_ha": -1655.9377, "homo_energy_ev": -4.0, "gap_ev": 6.00, "total_charge": -1, "symbols": ["C", "P", "C", "Nb", "P", "N", "H", "H", "H", "H", "H", "H", "H", "H", "H", "H", "H", "H", "H", "C", "C", "O", "S", "O", "O", "O", "H", "H", "H", "H"], "coordinates": [[0.922, -1.130, 0.033], [0.068, -0.769, -1.578], [-1.402, 0.296, -1.214], [-0.622, -3.045, -2.570], [-2.170, -3.369, -0.514], [-3.678, -2.926, -0.890], [1.127, -0.250, 0.619], [1.821, -1.654, -0.217], [0.324, -1.821, 0.594], [-1.595, 0.907, -2.074], [-1.262, 0.956, -0.373], [-2.281, -0.292, -1.025], [0.673, -3.772, -1.466], [-1.260, -4.688, -3.104], [-1.833, -2.080, -3.598], [0.717, -3.038, -3.815], [-2.192, -4.733, -0.128], [-1.714, -2.729, 0.669], [-3.677, -2.549, -1.831], [2.052, 4.213, 2.647], [2.486, 2.767, 2.535], [1.324, 2.092, 2.049], [0.505, 3.055, 1.064], [0.865, 2.774, -0.272], [-0.841, 3.087, 1.494], [1.229, 4.426, 1.496], [1.452, 4.384, 3.543], [2.888, 4.905, 2.626], [2.779, 2.340, 3.490], [3.294, 2.643, 1.811]]}


6.
{"formula": "C26H22NO2PV", "method": "ωB97M-V/def2-TZVPD", "lumo_ev": [-11.96, -11.96], "largest_force_ha_per_bohr": 0.0292, "energy_ha": -2493.4870, "homo_energy_ev": [-18.0, -18.0], "gap_ev": [6.06, 6.06], "total_charge": 3, "symbols": ["V", "O", "C", "O", "C", "P", "C", "C", "C", "C", "C", "C", "C", "C", "C", "C", "C", "C", "H", "H", "H", "H", "H", "H", "H", "H", "H", "H", "H", "H", "N", "C", "C", "C", "C", "C", "C", "C", "C", "C", "C", "C", "C", "H", "H", "H", "H", "H", "H", "H", "H", "H", "H"], "coordinates": [[-0.609, -0.616, 0.858], [-1.569, -3.932, -0.817], [-0.742, -3.126, -0.752], [-0.656, -2.254, 0.507], [0.329, -2.596, -1.645], [0.478, -0.780, -1.420], [-0.685, 0.047, -2.492], [-0.756, 1.453, -2.495], [-1.640, 2.100, -3.336], [-2.475, 1.360, -4.174], [-2.421, -0.024, -4.170], [-1.530, -0.685, -3.335], [2.175, -0.328, -1.612], [2.545, 0.751, -2.425], [3.889, 1.033, -2.606], [4.857, 0.254, -1.989], [4.494, -0.827, -1.188], [3.158, -1.121, -0.997], [0.126, -2.874, -2.679], [1.286, -3.045, -1.368], [-0.084, 2.047, -1.883], [-1.675, 3.181, -3.360], [-3.162, 1.870, -4.837], [-3.065, -0.596, -4.824], [-1.511, -1.765, -3.360], [1.803, 1.339, -2.945], [4.182, 1.852, -3.248], [5.905, 0.472, -2.148], [5.256, -1.448, -0.737], [2.896, -1.989, -0.403], [-1.252, 1.288, 0.612], [-2.101, 0.769, 1.673], [-3.486, 0.652, 1.417], [-4.332, 0.355, 2.458], [-3.809, 0.209, 3.750], [-2.446, 0.286, 4.001], [-1.546, 0.549, 2.974], [-0.083, 0.420, 3.167], [0.561, 0.823, 4.331], [1.906, 0.532, 4.505], [2.630, -0.192, 3.551], [2.023, -0.624, 2.390], [0.679, -0.282, 2.187], [-0.618, 2.030, 0.905], [-1.773, 1.592, -0.209], [-3.871, 0.841, 0.421], [-5.397, 0.270, 2.291], [-4.482, 0.005, 4.574], [-2.074, 0.095, 4.999], [0.017, 1.369, 5.091], [2.403, 0.862, 5.408], [3.673, -0.419, 3.729], [2.580, -1.184, 1.656]]}


7.
{"formula": "C2H3N8S", "method": "ωB97M-V/def2-TZVPD", "lumo_ev": 3.60, "largest_force_ha_per_bohr": 0.0913, "energy_ha": -914.1331, "homo_energy_ev": -4.2, "gap_ev": 7.83, "total_charge": -1, "symbols": ["C", "C", "N", "N", "N", "N", "N", "N", "N", "N", "S", "H", "H", "H"], "coordinates": [[2.904, -0.455, 0.412], [-3.029, 0.965, 0.715], [3.519, 0.980, -0.971], [3.986, 0.117, -0.078], [1.783, 0.081, -0.181], [2.262, 0.977, -1.035], [-1.727, -1.616, -1.034], [-2.721, -0.987, -0.532], [-0.546, -1.294, -0.799], [-2.331, -0.012, 0.177], [-0.347, 0.033, 0.126], [2.993, -1.268, 1.263], [-4.203, 0.840, 0.549], [-2.543, 1.638, 1.389]]}


8.
{"formula": "C5H13NS", "method": "ωB97M-V/def2-TZVPD", "lumo_ev": 0.95, "largest_force_ha_per_bohr": 0.0089, "smiles": "C=NC.CCCS", "energy_ha": -651.2049, "homo_energy_ev": -8.8, "gap_ev": 9.77, "symbols": ["C", "N", "C", "H", "H", "H", "H", "H", "C", "C", "C", "S", "H", "H", "H", "H", "H", "H", "H", "H"], "coordinates": [[-1.713, -0.032, 2.564], [-1.183, 0.898, 1.901], [-1.968, 2.109, 1.740], [-1.191, -0.974, 2.689], [-2.694, 0.073, 3.039], [-1.449, 2.963, 2.174], [-2.962, 2.053, 2.200], [-2.121, 2.310, 0.680], [2.114, 0.058, -2.513], [1.001, -0.896, -2.073], [1.057, -1.081, -0.560], [0.011, -2.474, -0.012], [2.119, 0.196, -3.592], [3.096, -0.334, -2.241], [1.998, 1.006, -1.992], [0.038, -0.465, -2.360], [1.047, -1.844, -2.611], [0.684, -0.202, -0.037], [2.095, -1.246, -0.272], [0.021, -2.120, 1.278]]}